1.
45
Properties=species:S:1:pos:R:3 method="wB97M-V/def2-TZVPD" relative_energy_kj_mol=868.93 total_energy_ha=-1577.5624 lumo_energy_ev=-1.97 orbital_gap_ev=2.358
N 0.00 -1.10 0.01
H -0.81 -1.44 -0.49
H 0.78 -1.12 -0.63
H 0.29 -1.85 0.61
H -0.18 -0.18 0.38
N 1.40 3.52 4.71
H 1.19 4.30 5.33
H 2.39 3.42 4.53
H 0.94 3.61 3.81
H 1.13 2.73 5.28
S -2.17 4.61 1.13
O -3.07 4.33 2.28
O -1.56 5.96 1.18
O -1.20 3.48 1.08
O -3.03 4.45 -0.02
O -2.28 -2.61 -4.07
H -1.69 -3.31 -4.33
H -1.84 -1.80 -4.35
O -2.25 -5.25 0.14
H -1.86 -6.09 0.37
H -2.63 -5.39 -0.73
O -4.29 -3.60 3.39
H -3.87 -3.79 2.55
H -4.64 -4.43 3.68
O 5.29 -3.70 0.38
H 5.27 -2.83 0.78
H 4.94 -3.57 -0.50
O -4.79 0.71 0.19
H -4.66 1.66 0.27
H -5.58 0.62 -0.35
O 1.70 -0.39 -6.41
H 1.51 -0.82 -5.57
H 1.92 0.51 -6.17
O 2.63 4.37 -1.05
H 1.88 3.98 -0.59
H 3.36 3.80 -0.82
O 2.09 -2.77 3.60
H 2.93 -2.38 3.34
H 2.07 -2.66 4.55
O 4.12 -0.64 -2.10
H 4.56 -0.54 -2.95
H 4.69 -0.19 -1.48
O -1.54 1.73 -3.71
H -2.02 2.20 -3.02
H -1.12 2.42 -4.22

2.
14
Properties=species:S:1:pos:R:3 method="wB97M-V/def2-TZVPD" relative_energy_kj_mol=347.99 smiles="C/N=N/c1c[nH]cn1" total_energy_ha=-374.9288 lumo_energy_ev=0.57 orbital_gap_ev=9.570
C 2.92 0.27 0.70
C -0.58 0.30 -0.07
C -0.90 -0.74 -0.82
C -2.68 0.43 0.07
H 3.44 0.35 -0.33
H 2.93 1.04 1.53
H 3.35 -0.74 1.25
H -0.33 -1.29 -1.79
H -2.96 -1.19 -1.14
H -3.65 0.86 0.16
N 1.64 -0.23 0.18
N 0.72 0.62 0.44
N -2.33 -0.69 -0.63
N -1.57 1.01 0.46

3.
77
Properties=species:S:1:pos:R:3 method="wB97M-V/def2-TZVPD" relative_energy_kj_mol=148.08 total_energy_ha=-4237.7347 s_squared=6.03 lumo_energy_ev="-2.82 / -4.79" spin_multiplicity=5 charge=+1 orbital_gap_ev="7.415 / 6.477"
Ru -1.24 1.99 -0.36
O -2.21 3.93 -1.84
C -2.51 2.77 -1.77
C -3.59 2.07 -2.47
C -4.52 2.72 -3.27
C -5.55 1.99 -3.82
C -5.66 0.62 -3.56
C -4.72 -0.03 -2.77
C -3.68 0.70 -2.23
P -2.27 0.01 -1.29
C -1.36 -0.84 -2.60
C -1.86 -1.98 -3.24
C -1.17 -2.53 -4.31
C 0.00 -1.94 -4.76
C 0.48 -0.79 -4.16
C -0.20 -0.25 -3.08
C -3.10 -1.20 -0.23
C -4.13 -0.71 0.58
C -4.81 -1.57 1.43
C -4.49 -2.92 1.47
C -3.47 -3.41 0.66
C -2.77 -2.55 -0.18
H -4.43 3.79 -3.43
H -6.29 2.47 -4.44
H -6.48 0.06 -3.99
H -4.82 -1.09 -2.57
H -2.78 -2.45 -2.90
H -1.55 -3.42 -4.79
H 0.53 -2.38 -5.60
H 1.38 -0.32 -4.52
H 0.16 0.67 -2.61
H -4.40 0.34 0.54
H -5.61 -1.18 2.06
H -5.03 -3.59 2.12
H -3.22 -4.46 0.68
H -1.96 -2.93 -0.79
S -2.80 2.61 1.19
S -2.86 4.67 1.28
S -0.90 5.32 1.16
S 0.19 4.10 0.07
N 0.70 -3.10 1.76
C -0.16 -2.09 1.43
N -1.07 -1.75 2.37
O -0.09 -1.52 0.34
H 0.56 -3.67 2.58
H 1.28 -3.46 1.03
H -1.14 -2.20 3.26
H -1.76 -1.05 2.13
C 8.37 1.15 2.15
C 7.18 1.37 1.24
S 5.95 0.07 1.38
O 6.43 -0.97 2.25
O 5.50 -0.28 0.05
C 4.55 0.84 2.18
C 3.41 -0.18 2.18
N 2.10 0.45 2.05
C 1.49 0.72 0.88
N 0.27 1.22 1.10
C 0.10 1.30 2.45
C 1.22 0.83 3.05
N 1.48 0.77 4.45
O 2.62 0.54 4.82
O 0.54 0.98 5.18
C 2.08 0.50 -0.46
H 9.12 1.92 1.97
H 8.83 0.18 1.96
H 8.09 1.19 3.20
H 7.45 1.38 0.18
H 6.66 2.31 1.46
H 4.29 1.73 1.59
H 4.82 1.14 3.19
H 3.43 -0.76 3.10
H 3.51 -0.87 1.34
H -0.79 1.70 2.91
H 3.08 0.09 -0.41
H 2.13 1.46 -0.99
H 1.44 -0.18 -1.01

4.
70
Properties=species:S:1:pos:R:3 method="wB97M-V/def2-TZVPD" relative_energy_kj_mol=23.83 total_energy_ha=-8147.4607 lumo_energy_ev=-0.98 orbital_gap_ev=7.659
Sr 0.03 -0.34 2.00
C 0.37 3.98 3.35
C -0.32 2.66 3.19
N -0.08 1.60 3.86
N 0.80 1.57 4.88
C 0.90 0.40 5.61
N 1.75 0.51 6.65
S 0.05 -0.98 5.27
C -1.47 2.53 2.22
C -1.92 3.60 1.48
C -3.00 3.42 0.63
C -3.61 2.19 0.57
C -3.10 1.17 1.36
N -2.05 1.32 2.16
H 1.36 3.87 3.80
H -0.21 4.66 3.97
H 0.52 4.44 2.37
H 1.36 2.38 5.11
H 2.41 1.26 6.71
H 1.98 -0.35 7.12
H -1.44 4.57 1.55
H -3.35 4.25 0.02
H -4.45 2.00 -0.08
H -3.56 0.19 1.35
Cl 0.52 -3.31 0.88
C 2.00 -3.01 1.85
C 2.14 -1.75 2.38
C 3.32 -1.56 3.07
Cl 3.66 0.07 3.70
C 4.28 -2.54 3.26
Cl 5.73 -2.23 4.15
C 4.07 -3.81 2.71
Cl 5.24 -5.06 2.92
C 2.91 -4.05 1.98
Cl 2.64 -5.59 1.24
F 1.69 -0.13 -4.69
C 0.93 0.98 -4.65
C 0.04 1.20 -3.61
C -0.71 2.36 -3.69
F -1.64 2.63 -2.76
C -0.58 3.27 -4.72
F -1.33 4.37 -4.76
C 0.33 3.02 -5.73
F 0.47 3.88 -6.73
C 1.09 1.87 -5.70
F 1.97 1.62 -6.67
Ge -0.22 0.05 -2.03
S 0.36 1.15 -0.29
C 0.78 -1.63 -2.22
C 2.16 -1.56 -2.13
F 2.78 -0.38 -2.02
C 2.97 -2.68 -2.18
F 4.29 -2.58 -2.10
C 2.38 -3.93 -2.32
F 3.14 -5.02 -2.36
C 1.01 -4.03 -2.42
F 0.45 -5.24 -2.55
C 0.23 -2.89 -2.37
F -1.10 -3.08 -2.44
C -2.13 -0.49 -2.06
C -2.69 -1.09 -0.95
F -1.93 -1.34 0.15
C -3.99 -1.51 -0.87
F -4.47 -2.07 0.25
C -4.81 -1.36 -1.97
F -6.08 -1.76 -1.92
C -4.30 -0.79 -3.12
F -5.08 -0.65 -4.19
C -2.98 -0.38 -3.15
F -2.55 0.14 -4.31

5.
116
Properties=species:S:1:pos:R:3 method="wB97M-V/def2-TZVPD" relative_energy_kj_mol=0.00 total_energy_ha=-7934.1554 lumo_energy_ev=1.78 charge=-1 orbital_gap_ev=6.408
C -2.23 -1.84 -0.54
C -1.79 -0.39 -0.43
C -0.30 -0.27 -0.06
C 0.40 0.67 -1.03
C 1.84 1.05 -0.62
Nb 3.50 0.06 -1.75
I 5.87 -0.93 -2.93
C 4.65 1.99 -1.31
C 5.76 2.42 -2.28
C 2.37 -1.90 -1.88
C 2.75 -3.00 -2.88
C 2.63 -4.38 -2.27
F 1.42 -4.56 -1.69
Br 2.68 -5.71 -3.74
C 3.75 -4.70 -1.22
F 4.72 -3.80 -1.31
F 4.32 -5.91 -1.43
Br 3.09 -4.73 0.60
B 4.35 -0.71 0.30
N 5.75 -0.69 0.67
O 3.48 -1.24 1.29
C 2.72 0.87 -3.84
O 3.50 0.82 -4.77
N 1.33 1.37 -4.19
C 0.55 0.54 -4.95
O 0.61 0.38 -6.16
F -0.32 -0.23 -4.24
H -3.28 -1.95 -0.80
H -2.06 -2.33 0.41
H -1.64 -2.36 -1.27
H -1.99 0.10 -1.38
H -2.41 0.12 0.30
H -0.27 0.21 0.91
H 0.16 -1.24 -0.04
H -0.20 1.57 -1.04
H 0.32 0.25 -2.03
H 1.96 2.12 -0.64
H 1.96 0.77 0.42
H 3.89 2.77 -1.33
H 5.03 1.96 -0.29
H 6.70 2.00 -1.96
H 5.88 3.50 -2.19
H 5.54 2.22 -3.32
H 1.34 -1.63 -2.08
H 2.34 -2.32 -0.88
H 2.04 -3.02 -3.69
H 3.74 -2.95 -3.33
H 6.35 -1.22 0.05
H 5.86 -1.07 1.60
H 3.22 -0.60 1.95
H 0.85 1.81 -3.42
C -5.08 0.65 4.19
C -6.09 -0.12 3.34
C -5.20 -0.64 2.22
O -3.90 -0.83 2.78
C -3.84 -0.22 4.07
H -5.40 0.80 5.22
H -4.90 1.64 3.75
H -6.50 -0.96 3.92
H -6.92 0.48 2.98
H -5.13 0.09 1.40
H -5.55 -1.59 1.80
H -3.83 -1.00 4.83
H -2.91 0.35 4.15
C -11.08 -0.33 4.95
C -11.35 -1.50 4.02
C -9.93 -1.91 3.62
O -9.10 -1.60 4.74
C -9.81 -0.79 5.67
H -11.89 -0.11 5.64
H -10.87 0.57 4.37
H -11.83 -2.31 4.57
H -11.97 -1.25 3.16
H -9.58 -1.34 2.76
H -9.85 -2.98 3.40
H -10.05 -1.39 6.55
H -9.18 0.04 5.98
C 8.42 6.55 0.59
C 8.92 6.51 -0.85
C 7.73 5.92 -1.57
O 6.57 6.35 -0.86
C 6.95 6.92 0.39
H 8.94 7.27 1.22
H 8.50 5.57 1.05
H 9.12 7.52 -1.20
H 9.83 5.92 -0.97
H 7.75 4.82 -1.56
H 7.65 6.24 -2.61
H 6.82 8.00 0.34
H 6.30 6.52 1.18
C 1.43 1.82 5.26
C 0.38 1.17 4.37
C 1.24 0.61 3.25
O 2.51 0.28 3.83
C 2.60 0.84 5.14
H 1.11 1.96 6.29
H 1.72 2.79 4.86
H -0.12 0.36 4.90
H -0.38 1.86 4.01
H 1.41 1.35 2.46
H 0.82 -0.28 2.79
H 2.51 0.03 5.87
H 3.57 1.32 5.26
C -1.59 -3.39 -6.65
C -2.89 -4.07 -7.08
C -3.61 -4.22 -5.75
O -3.20 -3.13 -4.93
C -2.07 -2.48 -5.53
H -1.08 -2.86 -7.45
H -0.90 -4.14 -6.25
H -3.45 -3.40 -7.74
H -2.74 -5.02 -7.60
H -3.33 -5.16 -5.25
H -4.70 -4.20 -5.85
H -2.40 -1.51 -5.93
H -1.31 -2.29 -4.78

6.
13
Properties=species:S:1:pos:R:3 method="wB97M-V/def2-TZVPD" relative_energy_kj_mol=284.76 total_energy_ha=-571.7894 s_squared=0.75 lumo_energy_ev="-4.07 / -4.07" spin_multiplicity=2 charge=+1 orbital_gap_ev="8.130 / 9.663"
H 2.60 0.34 -2.55
C 2.17 1.18 -2.00
C 2.71 2.11 -1.04
O 1.75 1.06 -0.71
H 3.70 1.95 -0.60
H 2.30 3.12 -0.97
O -1.99 -0.65 0.37
C -2.00 -1.74 1.00
O -1.33 -1.90 2.08
Ag 0.22 0.01 0.65
H -2.76 -2.39 2.44
Li -4.13 -1.00 -0.05
O -3.25 -2.10 1.36

7.
13
Properties=species:S:1:pos:R:3 method="wB97M-V/def2-TZVPD" relative_energy_kj_mol=281.68 smiles="C#CBr.C=CC" total_energy_ha=-2768.5800 lumo_energy_ev=0.71 orbital_gap_ev=9.976
C -0.39 -2.85 -0.24
C 0.36 -2.25 0.45
C -0.64 0.22 -0.86
C 0.33 1.03 -0.49
C 0.23 1.89 0.74
Br 1.30 -1.51 1.75
H -0.72 -3.46 -1.05
H -0.90 -0.28 -1.83
H -1.55 -0.02 -0.20
H 1.13 1.21 -1.18
H 1.21 1.79 1.19
H -0.48 1.39 1.31
H 0.14 2.85 0.40

8.
16
Properties=species:S:1:pos:R:3 method="wB97M-V/def2-TZVPD" relative_energy_kj_mol=241.51 total_energy_ha=-1833.4937 lumo_energy_ev=3.08 charge=-1 orbital_gap_ev=8.655
C -0.39 1.36 1.27
C 0.39 -0.73 0.97
N 1.12 1.61 0.20
N -0.10 0.18 1.78
O -1.05 -2.85 0.51
O 0.21 0.32 -1.74
O -1.77 -1.09 -1.00
O 0.43 -2.18 -1.27
O -1.23 1.49 0.09
O -0.16 2.66 -1.77
S 2.02 0.22 0.39
S -0.65 -1.66 -0.28
S 0.07 1.49 -1.00
H -0.54 2.26 1.87
H 0.67 -1.72 1.39
H 0.95 -1.36 -1.41

9.
61
Properties=species:S:1:pos:R:3 method="wB97M-V/def2-TZVPD" relative_energy_kj_mol=0.00 total_energy_ha=-4545.8960 lumo_energy_ev=-0.97 orbital_gap_ev=5.719
N -0.18 2.30 3.04
C -1.37 2.12 2.22
C -1.44 3.08 1.02
C -0.58 2.50 -0.11
C 0.01 3.59 -1.03
N 1.30 4.02 -0.50
P 2.61 2.94 -0.74
O 3.02 2.51 0.81
Br 1.90 0.94 -1.71
C 1.76 5.38 -0.80
Cl 3.35 5.27 -1.78
C 2.20 6.08 0.55
O 1.93 5.24 1.67
O 1.06 5.93 2.57
C 0.79 6.37 -1.51
O 1.32 7.10 -2.37
O -0.40 6.43 -1.12
H 0.08 3.27 3.16
H 0.60 1.74 2.74
H -1.30 1.11 1.81
H -2.25 2.21 2.85
H -1.06 4.06 1.28
H -2.47 3.09 0.65
H 0.24 1.97 0.37
H -1.11 1.75 -0.70
H 0.04 3.15 -2.03
H -0.75 4.37 -1.07
H 2.23 2.64 1.36
H 3.27 6.28 0.54
H 1.70 7.03 0.66
H 0.19 5.86 2.14
C 1.00 -1.37 0.69
C -0.35 -1.63 0.03
C -1.17 -2.72 0.70
C -0.62 -4.13 0.65
N -0.32 -4.70 -0.72
C -0.47 -6.21 -0.66
C -1.95 -6.47 -0.87
C -2.36 -5.41 -1.90
C -1.30 -4.30 -1.81
C 1.08 -4.39 -1.13
H 1.60 -2.28 0.77
H 1.55 -0.65 0.10
H 0.86 -0.97 1.70
H -0.21 -1.84 -1.04
H -0.93 -0.70 0.06
H -2.19 -2.71 0.30
H -1.29 -2.46 1.76
H -1.35 -4.80 1.12
H 0.30 -4.22 1.23
H 0.12 -6.63 -1.47
H -0.09 -6.57 0.30
H -2.50 -6.33 0.06
H -2.14 -7.48 -1.22
H -3.36 -5.04 -1.71
H -2.36 -5.83 -2.91
H -1.73 -3.33 -1.59
H -0.74 -4.23 -2.73
H 1.75 -4.75 -0.35
H 1.19 -3.31 -1.26
H 1.29 -4.89 -2.07

10.
45
Properties=species:S:1:pos:R:3 method="wB97M-V/def2-TZVPD" relative_energy_kj_mol=160.03 smiles="O=C1C=CC(=O)c2c(Cl)cccc21.CCO.CCO.CCO" total_energy_ha=-1459.7589 lumo_energy_ev=-0.83 orbital_gap_ev=8.612
O 0.89 0.63 -3.66
C 1.07 0.41 -2.49
C -0.08 0.14 -1.48
C 0.10 -0.54 -0.31
C 1.54 -1.09 -0.04
O 1.64 -2.12 0.59
C 2.78 -0.31 -0.61
C 4.07 -0.35 0.05
Cl 4.34 -1.24 1.58
C 5.19 0.37 -0.59
C 4.97 1.08 -1.86
C 3.64 1.12 -2.49
C 2.52 0.42 -1.88
H -1.09 0.52 -1.73
H -0.75 -0.72 0.38
H 6.18 0.34 -0.07
H 5.83 1.61 -2.35
H 3.51 1.67 -3.45
C -2.40 -0.84 3.81
C -2.25 0.63 3.46
O -2.56 0.85 2.08
H -1.74 -1.45 3.18
H -2.16 -1.02 4.86
H -3.42 -1.18 3.62
H -1.22 0.96 3.63
H -2.91 1.25 4.07
H -3.47 0.56 1.94
C -0.51 -4.19 0.52
C -1.87 -4.53 1.10
O -2.62 -3.35 1.33
H 0.04 -3.53 1.20
H 0.08 -5.09 0.34
H -0.62 -3.65 -0.43
H -1.75 -5.05 2.05
H -2.43 -5.18 0.42
H -2.72 -2.90 0.48
C -1.22 4.66 -1.33
C -1.02 3.68 -2.47
O -1.75 2.48 -2.23
H -0.90 4.22 -0.38
H -0.66 5.58 -1.50
H -2.28 4.91 -1.22
H 0.04 3.42 -2.56
H -1.35 4.12 -3.42
H -2.68 2.72 -2.16

11.
14
Properties=species:S:1:pos:R:3 method="wB97M-V/def2-TZVPD" relative_energy_kj_mol=360.74 total_energy_ha=-357.9125 lumo_energy_ev=0.80 orbital_gap_ev=9.363
C 0.31 -0.88 0.36
C -0.52 1.17 -0.40
N 0.32 -1.76 -0.72
N 0.46 2.07 -0.21
C -1.68 0.78 -0.57
O -0.88 -1.10 1.12
N 1.35 -0.48 0.99
H -0.66 -0.82 2.02
H 0.88 -1.44 -1.50
H -0.59 -2.09 -1.00
H 1.27 1.66 0.26
H 0.17 2.94 0.20
H 2.20 -0.58 0.44
H -2.62 0.53 -0.99